{"formula": "C24H72AlN12O4P4", "method": "the ωB97M-V functional and the def2-TZVPD basis", "e_homo_ev": -13.23, "multiplicity": 1, "homo_lumo_gap_ev": 1.1, "max_force_ev_per_a": 4.52, "molar_mass_g_mol": 743.798, "total_charge": 3, "lumo_ev": -12.1, "symbols": ["Al", "O", "P", "N", "C", "C", "N", "C", "C", "N", "C", "C", "H", "H", "H", "H", "H", "H", "H", "H", "H", "H", "H", "H", "H", "H", "H", "H", "H", "H", "O", "P", "N", "C", "C", "N", "C", "C", "N", "C", "C", "H", "H", "H", "H", "H", "H", "H", "H", "H", "H", "H", "H", "H", "H", "H", "H", "H", "H", "O", "P", "N", "C", "C", "N", "C", "C", "N", "C", "C", "H", "H", "H", "H", "H", "H", "H", "H", "H", "H", "H", "H", "H", "H", "H", "H", "H", "H", "O", "P", "N", "C", "C", "N", "C", "C", "N", "C", "C", "H", "H", "H", "H", "H", "H", "H", "H", "H", "H", "H", "H", "H", "H", "H", "H", "H", "H"], "positions_angstrom": [[-0.0520, 0.4344, 0.3878], [-1.4981, -3.4244, 3.0843], [-1.8137, -4.6680, 3.8439], [-0.5166, -5.7373, 3.7888], [-0.4116, -6.9622, 2.9308], [0.7457, -5.2065, 4.4372], [-3.1861, -5.6015, 3.5088], [-4.4304, -5.0112, 2.9588], [-3.3729, -6.9204, 4.0755], [-2.1659, -4.3394, 5.4548], [-2.7121, -3.0119, 5.7849], [-2.2024, -5.3542, 6.4890], [0.4016, -6.8927, 2.2084], [-1.2680, -7.2777, 2.3349], [-0.2342, -7.9019, 3.4539], [0.9310, -4.2492, 3.9501], [1.5716, -5.8638, 4.1655], [0.5395, -5.0015, 5.4877], [-4.1702, -4.2706, 2.2025], [-4.9655, -5.7737, 2.3927], [-5.0313, -4.5701, 3.7541], [-4.0971, -6.8091, 4.8825], [-3.6602, -7.6747, 3.3430], [-2.4821, -7.4072, 4.4726], [-2.3425, -2.8586, 6.7989], [-2.4148, -2.1716, 5.1576], [-3.7954, -3.0839, 5.8816], [-1.9227, -4.9779, 7.4730], [-1.4449, -6.0767, 6.1854], [-3.1888, -5.8182, 6.4879], [1.0858, 5.0638, 1.5698], [1.0447, 6.4665, 1.9882], [0.4790, 7.3527, 0.6278], [1.1897, 7.3388, -0.6613], [-0.9026, 7.4143, 0.5019], [2.5407, 7.2053, 2.4096], [2.7817, 8.6483, 2.2888], [3.4624, 6.5043, 3.2357], [0.0799, 6.8048, 3.3830], [-1.0210, 5.9087, 3.7210], [-0.0883, 8.2305, 3.6560], [0.7878, 8.1070, -1.3220], [1.0894, 6.3742, -1.1588], [2.2516, 7.4982, -0.4739], [-1.3010, 7.9190, 1.3820], [-1.3323, 6.4171, 0.5968], [-1.4225, 7.8513, -0.3507], [2.5722, 8.9864, 3.3036], [3.8260, 8.8178, 2.0265], [2.2827, 9.1724, 1.4736], [3.6934, 5.5022, 2.8744], [4.4774, 6.8888, 3.3362], [3.0771, 6.2557, 4.2246], [-1.6130, 6.4107, 4.4863], [-1.5303, 5.4808, 2.8576], [-0.6020, 5.0825, 4.2954], [-1.0657, 8.4904, 4.0624], [0.1301, 8.8007, 2.7531], [0.7660, 8.3546, 4.3215], [-3.7484, -1.3180, -2.3905], [-4.8448, -1.8728, -3.3087], [-4.8922, -3.5176, -3.3519], [-5.5753, -4.2484, -4.4029], [-3.7544, -4.2380, -2.8093], [-4.4902, -1.5838, -4.9692], [-3.0779, -1.4191, -5.4667], [-5.4503, -1.4121, -6.0652], [-6.4527, -1.4368, -2.9814], [-7.1480, -1.9313, -1.8260], [-7.1534, -0.3152, -3.6504], [-6.6094, -3.9340, -4.5439], [-5.4760, -5.3337, -4.4246], [-5.0636, -4.1048, -5.3544], [-2.9281, -4.0211, -3.4864], [-3.9612, -5.3026, -2.7007], [-3.5136, -3.9582, -1.7837], [-2.8204, -0.4167, -5.8087], [-2.5365, -1.4950, -4.5238], [-2.9178, -2.1557, -6.2540], [-6.4735, -1.6623, -5.7848], [-5.3270, -0.3940, -6.4346], [-5.3618, -1.8139, -7.0746], [-8.2156, -2.0126, -2.0305], [-6.8285, -2.9008, -1.4437], [-7.2376, -1.2483, -0.9813], [-6.8153, 0.2121, -4.5425], [-7.4625, 0.5117, -3.0110], [-8.2191, -0.5400, -3.6942], [4.3276, 0.3495, -1.6793], [5.6629, 0.2432, -2.2599], [6.6171, 1.6660, -1.9576], [6.2824, 2.5410, -0.8416], [7.9021, 2.0096, -2.7175], [5.7092, 0.0993, -3.9944], [5.3339, -1.1416, -4.7144], [5.2782, 1.3212, -4.7068], [6.7558, -0.9392, -1.7216], [6.5653, -1.3840, -0.2960], [7.8972, -1.4867, -2.2909], [6.9575, 3.3918, -0.7496], [6.4526, 2.0973, 0.1394], [5.2130, 2.7482, -0.8815], [8.1366, 1.2086, -3.4186], [8.8233, 2.0567, -2.1368], [7.6529, 2.9431, -3.2220], [4.2592, -1.1156, -4.8945], [5.9318, -1.1958, -5.6242], [5.4793, -2.0039, -4.0637], [5.9130, 2.1742, -4.4671], [5.2309, 0.8956, -5.7092], [4.2733, 1.6151, -4.4036], [7.5114, -1.6687, 0.1645], [6.3446, -0.5374, 0.3541], [5.7759, -2.1297, -0.2020], [8.7770, -1.2022, -1.7136], [8.0263, -1.0045, -3.2598], [7.7161, -2.5540, -2.4182]], "forces_ev_per_a": [[-0.009, 0.028, -0.016], [-1.307, -0.670, 0.533], [1.412, -0.853, -0.570], [-0.822, -0.721, 0.242], [0.239, -0.123, 0.057], [-1.435, 0.229, -1.492], [0.224, 0.197, -1.394], [1.187, -0.030, -0.387], [0.367, -0.429, 0.358], [0.656, 1.624, -0.422], [0.249, -0.814, 1.115], [0.508, -0.158, -0.878], [0.116, 0.424, 0.064], [-0.486, 1.052, 0.079], [0.331, 0.281, 0.841], [0.300, 0.144, 0.125], [-0.145, -0.097, 0.654], [0.558, -0.477, 0.075], [0.074, 0.303, 0.330], [-0.173, -0.186, 0.438], [-0.240, -0.067, -0.068], [-0.309, -0.554, -0.031], [-0.738, 0.346, -0.298], [0.237, 0.733, 0.254], [-0.092, 0.526, 0.109], [0.076, -0.574, -0.256], [-0.252, 0.189, -0.178], [-0.245, 0.257, -0.081], [-0.221, -0.364, 0.291], [-0.052, -0.158, 0.488], [0.217, -1.149, 0.716], [0.297, 1.883, 0.476], [2.236, 0.838, -0.129], [0.456, -0.222, 0.863], [-2.968, -0.536, 1.553], [-1.299, -0.091, -2.231], [0.585, -0.516, 0.252], [0.641, -2.014, 0.758], [-0.015, -0.992, -2.994], [0.922, -0.520, 0.918], [1.488, -0.327, 0.051], [0.071, 0.087, 0.206], [-0.081, -0.211, -0.060], [0.024, 0.108, -0.181], [-0.320, 0.289, -0.019], [-0.346, -0.493, -0.265], [1.011, 0.298, -0.347], [0.090, 1.161, -0.316], [0.244, -0.179, 0.438], [-0.800, -0.335, 0.428], [-0.372, -0.198, -0.615], [-0.398, 0.946, -0.121], [-0.119, 0.560, 0.435], [-0.582, 0.065, -0.596], [-0.441, 0.356, 0.158], [0.039, -0.362, -0.188], [0.270, -0.119, 0.095], [-0.322, 0.320, 0.089], [-0.561, 1.270, 0.601], [-2.157, -1.396, -1.930], [0.890, 1.923, 0.488], [-0.234, -1.733, 1.259], [0.011, 0.201, -1.443], [0.209, -0.028, 0.477], [-0.083, 0.815, -1.375], [-1.258, -0.108, 2.086], [-0.706, 0.871, 0.189], [1.540, 0.857, -1.990], [-1.185, -0.177, 0.928], [-1.663, 0.776, 1.200], [0.038, -0.112, 0.236], [-0.321, -0.050, 1.364], [0.051, 0.704, -0.389], [0.569, -0.558, 0.271], [-0.084, -0.007, -0.655], [0.084, 0.628, -0.219], [-0.605, 0.196, -0.343], [0.838, -0.629, -0.447], [0.387, -0.042, 0.282], [0.148, 0.400, 0.190], [-0.642, 0.800, 0.598], [1.159, -1.650, 0.332], [-0.105, -0.456, -0.685], [0.344, 0.106, -0.360], [0.921, 0.434, 0.117], [0.516, -1.001, 0.026], [1.500, 0.517, 1.123], [-0.104, -1.259, -1.311], [-0.202, -0.219, 1.043], [2.631, 0.362, -3.381], [0.941, -0.183, -0.455], [-0.039, -0.517, 0.186], [-1.511, -1.112, 0.328], [0.624, 0.371, 2.693], [-0.141, 0.601, 1.307], [-0.421, -1.168, 0.606], [-3.255, 0.519, 3.092], [0.128, 1.118, -0.221], [0.930, 0.466, -2.006], [-0.351, 0.309, -0.786], [-0.047, -0.713, 0.186], [0.122, 0.528, 0.019], [-0.525, 0.221, -0.326], [-0.413, 0.452, 0.699], [0.551, 0.031, -0.110], [-0.044, -0.063, -0.489], [-0.208, -0.226, 0.023], [0.370, -0.067, -0.164], [0.258, -0.233, -0.761], [0.240, 1.366, -0.462], [-0.309, -0.053, -0.116], [0.057, -0.686, -0.614], [-0.692, 0.266, -0.214], [0.214, -0.093, 0.007], [0.188, -0.583, 0.186], [0.146, -0.458, -0.284], [0.730, -0.234, 0.039]]}

***

{"formula": "C24H72N8O12", "method": "the ωB97M-V functional and the def2-TZVPD basis", "e_homo_ev": -6.75, "multiplicity": 1, "homo_lumo_gap_ev": 6.9, "max_force_ev_per_a": 17.41, "molar_mass_g_mol": 664.884, "total_charge": 0, "lumo_ev": 0.1, "symbols": ["C", "O", "H", "H", "H", "H", "C", "O", "H", "H", "H", "H", "C", "O", "N", "N", "H", "H", "H", "H", "C", "O", "N", "N", "H", "H", "H", "H", "C", "O", "N", "N", "H", "H", "H", "H", "C", "O", "N", "N", "H", "H", "H", "H", "C", "C", "C", "O", "H", "H", "H", "H", "H", "H", "H", "H", "C", "C", "C", "O", "H", "H", "H", "H", "H", "H", "H", "H", "C", "C", "C", "O", "H", "H", "H", "H", "H", "H", "H", "H", "C", "C", "C", "O", "H", "H", "H", "H", "H", "H", "H", "H", "C", "C", "C", "O", "H", "H", "H", "H", "H", "H", "H", "H", "C", "C", "C", "O", "H", "H", "H", "H", "H", "H", "H", "H"], "positions_angstrom": [[0.0331, -0.5049, -0.1864], [-1.3506, -0.3012, 0.0345], [0.5657, 0.0372, 0.5893], [0.3710, -0.2981, -1.1972], [0.1808, -1.5272, -0.0663], [-1.7953, -1.1401, -0.0813], [-2.8879, -3.3675, -0.4147], [-1.7459, -3.1255, 0.4186], [-3.6898, -3.5756, 0.2829], [-2.8067, -4.1773, -1.1858], [-3.1446, -2.4791, -0.8522], [-1.6631, -3.8519, 1.0539], [-1.5773, 2.5839, 1.5620], [-0.7321, 2.5533, 0.5006], [-2.5156, 3.4498, 1.7534], [-2.5306, 1.7025, 1.4967], [-2.1671, 4.3274, 1.2468], [-2.3458, 3.7644, 2.8379], [-2.0974, 1.0469, 0.7421], [-2.3623, 1.1125, 2.4318], [-4.6885, 1.3721, -0.9371], [-4.1440, 0.1850, -1.2150], [-4.0711, 2.4864, -0.6897], [-5.1633, 1.4805, 0.2834], [-3.1740, 2.3452, -1.3246], [-4.5804, 3.1674, -1.3050], [-5.6190, 0.4713, 0.3393], [-6.2907, 1.5886, 0.2956], [3.2390, -1.1514, -0.4153], [2.8425, -0.0563, -1.1968], [4.1441, -1.0327, 0.5294], [2.9078, -2.3978, -0.6066], [4.5250, -0.1208, 0.9296], [4.0938, -1.7301, 1.2731], [2.3178, -2.4955, -1.4795], [2.4948, -2.9863, 0.1307], [-1.8267, 3.2090, -2.7869], [-0.8943, 4.2831, -2.7716], [-2.9048, 3.1914, -3.4643], [-1.8254, 2.1446, -2.0165], [-2.9303, 3.9981, -4.1231], [-3.4887, 2.4739, -3.6951], [-1.1277, 2.0462, -1.2776], [-2.1564, 1.2649, -2.4429], [-0.7651, -2.9713, -3.9320], [0.1444, -2.7505, -2.7180], [0.4269, -4.0750, -2.0129], [1.2408, -2.1844, -2.9200], [-1.8184, -3.0026, -3.5960], [-0.6044, -3.8887, -4.4942], [-0.6555, -2.1344, -4.6707], [-0.5128, -2.0595, -2.1442], [0.8297, -3.8014, -1.0316], [1.1450, -4.6072, -2.6451], [-0.4604, -4.7530, -1.9190], [1.0914, -1.6329, -3.7276], [1.2664, -2.7856, 3.2392], [2.7443, -3.0003, 3.1025], [3.3850, -4.0024, 4.0570], [3.0402, -3.3663, 1.9754], [1.1725, -2.1040, 4.0466], [0.7048, -3.7274, 3.4658], [0.8071, -2.4436, 2.2813], [3.1654, -2.0016, 3.2258], [4.4556, -3.8615, 4.1220], [3.0619, -5.0394, 3.8192], [3.1177, -3.8636, 5.0907], [2.5687, -4.2164, 1.8455], [2.2203, 3.0128, 3.7692], [1.1001, 2.0607, 3.3180], [1.4499, 0.6182, 3.3872], [0.0679, 2.2668, 3.9726], [2.5915, 2.7710, 4.7370], [1.9320, 4.0754, 3.7735], [3.0306, 2.9366, 3.0822], [0.9589, 2.1638, 2.3038], [0.4791, 0.0456, 3.2079], [1.7299, 0.1695, 4.2772], [2.1041, 0.2383, 2.5747], [0.2185, 1.9357, 4.8426], [0.6866, 0.8386, -3.9049], [1.2372, 0.3730, -5.2382], [2.4075, 1.0949, -5.6990], [1.5573, -0.8739, -5.2919], [0.4374, 1.8836, -4.0420], [1.4425, 0.6813, -3.1018], [-0.2281, 0.3450, -3.5754], [0.3889, 0.4094, -5.9848], [2.1551, 2.1865, -5.6463], [2.6255, 0.8711, -6.7612], [3.4162, 1.0766, -5.1983], [1.6251, -1.0653, -6.2160], [3.5975, 4.2107, -0.0464], [2.4018, 3.3349, -0.0089], [1.8519, 3.3176, -1.4176], [2.6504, 2.1736, 0.3613], [3.4872, 5.2242, -0.4736], [4.4013, 3.8078, -0.6693], [4.1063, 4.2454, 0.9459], [1.6739, 3.8391, 0.6461], [0.9470, 2.6948, -1.4536], [2.4838, 2.9834, -2.2272], [1.5946, 4.3686, -1.6111], [2.3950, 1.6272, -0.3728], [-4.0022, -1.0113, 2.2332], [-2.9920, -0.9065, 3.3832], [-1.7490, -1.7445, 3.1775], [-2.6160, 0.2863, 3.6580], [-4.9452, -0.4645, 2.4871], [-4.3114, -2.0389, 2.0338], [-3.6639, -0.7539, 1.2393], [-3.4958, -1.2897, 4.2434], [-2.0500, -2.8046, 3.1611], [-0.9724, -1.6993, 3.8764], [-1.2575, -1.5487, 2.2488], [-2.1386, 0.3398, 4.5391]], "forces_ev_per_a": [[-0.333, 0.787, 0.243], [-0.158, 0.152, -0.755], [0.289, 0.297, -0.303], [0.024, 0.647, 0.013], [0.769, -2.006, 0.411], [-0.097, -0.185, 0.019], [0.302, -2.379, 1.485], [0.321, -0.627, -0.564], [-0.597, -0.440, -0.219], [0.303, 0.609, 0.746], [-0.466, 2.311, -1.454], [-0.051, 0.334, -0.295], [2.934, -2.240, -11.079], [-0.825, 1.449, 5.429], [0.151, 16.296, 6.130], [1.621, -14.770, 0.632], [-0.356, -0.027, 1.010], [-0.971, -0.203, -2.482], [-1.264, 0.050, 1.864], [-1.298, 0.952, -1.984], [4.867, -7.949, 2.149], [-2.367, 4.329, -1.794], [6.798, 7.860, -9.860], [-13.769, -7.165, 6.662], [-0.981, 1.211, 1.734], [0.433, 0.556, 1.126], [1.172, -0.010, 1.135], [2.199, 1.451, -0.100], [-1.114, 7.313, -3.665], [1.941, -5.645, 3.327], [2.272, 2.441, 4.003], [-3.691, -3.338, -3.058], [-1.374, -1.390, -1.479], [0.365, -0.078, -0.784], [1.011, 0.453, 1.168], [1.106, 0.942, -0.244], [7.098, 5.695, 1.618], [-5.395, -5.840, -0.201], [-1.735, 5.966, -4.955], [2.626, -3.163, 1.273], [-0.279, -1.018, 0.619], [-1.432, -2.480, -0.162], [0.027, 0.002, -0.050], [0.298, 0.558, 0.661], [-0.523, 0.362, -0.995], [-7.968, -3.566, 1.604], [-1.108, -0.320, 0.192], [6.428, 3.923, -3.224], [0.442, 0.095, -0.165], [0.355, -0.210, -0.025], [-0.204, -0.518, 0.651], [-0.077, -0.599, 0.744], [-0.054, -0.686, -0.075], [0.176, 0.091, 0.310], [0.618, 0.782, 0.169], [1.394, -0.120, 0.597], [-1.186, -1.347, -0.193], [-1.745, 3.003, 9.167], [-0.571, 0.099, 1.645], [2.071, -4.590, -11.190], [-0.910, 0.672, 0.622], [0.501, 0.461, 0.122], [0.592, 0.335, 0.776], [0.404, 0.265, 0.557], [0.373, -0.385, -0.719], [0.451, 0.555, -0.169], [-0.589, 0.164, 0.593], [0.732, 0.276, -0.597], [-0.163, 0.349, -0.983], [8.555, -0.954, -2.637], [-1.164, -2.486, -2.818], [-9.060, 2.102, 4.388], [0.234, -0.341, 1.046], [-0.319, -0.427, -0.056], [0.880, -0.091, -0.545], [-0.600, 1.006, -2.464], [0.840, 0.821, -0.191], [1.185, -0.256, 2.361], [-0.025, 0.494, 0.471], [-0.316, -0.085, 1.288], [0.794, -0.205, 0.497], [-3.184, 3.994, -0.101], [2.035, 4.370, -1.268], [1.130, -7.379, 1.143], [0.114, 0.351, 0.391], [-0.388, 0.357, -0.406], [-0.058, -0.340, -0.300], [0.391, 1.417, 0.391], [0.318, -0.559, -0.443], [-0.182, 0.065, 0.339], [-1.353, -0.805, 0.241], [0.376, -0.960, -0.569], [2.804, 1.197, 0.610], [-1.891, 7.737, -3.245], [-1.725, 1.410, -0.080], [1.938, -7.930, 3.537], [-0.480, -0.296, 0.633], [-0.184, -0.520, -0.270], [-0.539, 0.374, -0.343], [-0.377, 0.096, -0.073], [0.071, 0.392, -0.002], [0.836, -0.237, 0.152], [-0.440, -0.478, -0.485], [0.370, -1.815, -0.060], [-0.924, -0.020, 0.032], [-0.893, -6.073, -1.218], [-1.284, -2.154, -1.315], [2.071, 6.899, 3.698], [0.917, -0.177, -0.300], [0.089, -0.321, 0.740], [0.365, 0.880, 0.001], [-0.752, -0.829, 0.776], [0.140, 0.082, -0.109], [0.686, 0.602, 1.759], [-0.014, 0.363, -0.823], [-0.796, -0.069, -1.760]]}

***

> Which formula does entry 2 have?

C24H72N8O12